Computed, not measured: a cluster of 4 separate species, C24H31NO12 in total, with ωB97M-V with the def2-TZVPD basis set.

SMILES string: CCCCON1C(=O)c2ccccc2C1=O.C[C@@H]1COC(=O)O1.C[C@@H]1COC(=O)O1.C[C@@H]1COC(=O)O1
energy relative to the best compared isomer or geometry (same formula, charge and spin): 0.0 kcal/mol
frontier orbital gap: 9.7 eV

Each line ends with the natural charge from an NBO analysis.
Positions of all 68 atoms, in Å:
1 O -3.199018 -3.541637 4.108234  -0.57
2 H 1.728353 -1.061785 3.480051  0.19
3 H 1.657562 0.436760 4.374940  0.19
4 O 1.710003 0.537488 2.298555  -0.39
5 C 1.416309 2.485636 0.082411  -0.08
6 H -2.121416 -5.016414 -0.545031  0.23
7 C 7.797822 1.817774 -4.159388  0.07
8 H -2.979979 -1.241961 0.546186  0.21
9 C 7.675248 2.467887 -5.523440  -0.10
10 H -0.572079 -0.304717 5.737339  0.19
11 H -1.439523 -1.808248 1.234094  0.19
12 O -2.740265 -4.121458 1.978368  -0.50
13 H -9.382986 -3.941286 -0.044796  0.23
14 C -1.839172 -3.999731 -0.275718  -0.63
15 H 7.776375 3.554348 -5.465186  0.18
16 O 6.325130 2.155682 -5.889735  -0.49
17 H -1.954773 0.246879 4.825385  0.21
18 O -6.114565 -1.876455 -2.132772  -0.50
19 C 0.988994 2.524801 -1.231655  -0.20
20 O 4.428081 1.943311 -4.689843  -0.58
21 H -0.503388 -1.296884 3.576532  0.20
22 C -8.799993 -3.025183 0.034368  -0.63
23 H 8.360531 2.073506 -6.268057  0.21
24 H -7.004887 -3.992368 -0.653357  0.18
25 C 8.759861 2.475532 -3.206517  -0.63
26 H -7.261905 -0.941891 -0.698470  0.19
27 H 1.662680 2.717227 -3.252223  0.23
28 C 3.305782 2.814838 -1.877505  -0.18
29 C -2.806997 -3.421644 0.722767  0.07
30 C -6.689938 -1.864497 -0.823056  -0.09
31 C 1.255355 -0.080240 3.504048  -0.07
32 H -1.827287 -3.392374 -1.181020  0.23
33 O 6.440538 1.930701 -3.683500  -0.50
34 H 9.764197 2.476360 -3.630636  0.22
35 H 4.770615 2.847362 -0.287031  0.23
36 H -9.440131 -2.192062 -0.256941  0.22
37 H 8.016692 0.751573 -4.261329  0.19
38 H -0.060164 2.420534 -1.470050  0.23
39 H -1.397398 2.414777 5.219719  0.21
40 C 0.644797 2.335976 1.344902  0.67
41 O -7.958046 -3.114334 -2.243609  -0.49
42 H -0.770009 0.213640 2.753276  0.22
43 C 2.756885 2.597013 0.415284  -0.17
44 N 1.602033 1.961323 2.390067  -0.29
45 C -0.871075 0.326032 4.899215  -0.40
46 C -2.512501 -2.003756 1.164868  -0.10
47 O -0.513485 2.549587 1.537198  -0.49
48 O -3.069812 -1.981125 2.486000  -0.50
49 C -0.503855 1.793892 5.205527  -0.63
50 C 3.727096 2.769197 -0.557343  -0.16
51 C -7.585275 -3.086685 -0.852955  0.07
52 C 5.614060 2.002115 -4.751589  0.97
53 C 2.878406 2.486729 1.887931  0.69
54 C -6.992478 -2.496837 -2.964138  0.97
55 O -6.920039 -2.493499 -4.147197  -0.56
56 H -8.497976 -2.896153 1.074079  0.22
57 H -0.063390 1.878566 6.198656  0.20
58 H -3.835395 -3.504931 0.356844  0.17
59 H 0.196700 2.208361 4.485950  0.22
60 O 3.777205 2.819520 2.597222  -0.48
61 H -5.906388 -1.912333 -0.070618  0.20
62 C -3.020057 -3.246594 2.973382  0.97
63 H 8.787113 1.944486 -2.256393  0.23
64 C -0.263476 -0.231201 3.610357  -0.44
65 H 4.014867 2.948146 -2.677688  0.24
66 H -0.834843 -4.031176 0.147498  0.22
67 H 8.456209 3.504090 -3.009397  0.22
68 C 1.958465 2.687807 -2.213070  -0.18

Force components x, y, z for each atom (eV/Å):
-0.022 -0.001 0.011
0.052 -0.018 -0.125
0.082 0.218 -0.110
0.127 0.004 -0.002
0.004 -0.084 0.161
-0.028 0.015 -0.021
0.101 0.039 0.003
-0.085 0.027 0.096
0.012 -0.002 -0.011
0.009 -0.075 0.007
0.019 -0.034 -0.040
-0.045 -0.002 -0.002
0.025 -0.015 0.017
0.061 -0.164 0.117
0.044 0.003 0.020
0.007 0.070 -0.010
-0.036 -0.187 0.017
0.000 0.061 0.025
0.018 0.131 -0.053
0.016 -0.012 -0.125
-0.051 -0.033 -0.088
-0.132 0.000 -0.137
-0.075 -0.066 -0.037
0.028 0.010 0.002
-0.126 0.060 0.125
-0.034 -0.015 0.040
0.073 -0.028 -0.061
0.034 0.110 0.010
0.127 0.014 -0.164
0.037 -0.012 0.054
-0.101 -0.267 0.290
-0.016 0.010 -0.003
-0.004 -0.039 0.012
0.006 -0.013 -0.008
0.036 0.042 -0.021
0.041 0.043 0.031
-0.004 -0.006 -0.021
-0.025 0.043 -0.050
0.005 0.106 -0.141
0.050 -0.011 -0.340
0.029 -0.046 -0.014
0.208 0.179 -0.079
-0.006 -0.097 -0.114
-0.255 0.589 0.094
0.105 0.329 0.028
-0.065 0.055 0.010
-0.125 -0.313 0.050
0.088 0.033 -0.063
-0.179 -0.221 0.218
-0.040 0.099 0.064
-0.050 0.035 0.094
0.010 -0.041 0.011
0.106 -0.099 0.064
-0.028 -0.025 0.008
0.027 -0.018 -0.011
0.015 -0.008 0.005
0.111 0.050 -0.006
-0.011 0.024 0.001
0.000 0.058 -0.052
0.133 -0.267 0.015
0.065 -0.010 -0.065
-0.025 -0.001 0.033
0.017 -0.026 -0.017
-0.229 -0.202 0.150
0.086 -0.079 0.023
0.009 0.074 -0.014
0.027 0.019 -0.062
-0.249 -0.014 0.161